1.
This record from the Open Molecules 2025 dataset describes a cluster of 4 separate species, C8H24O4 in total. The level of theory is ωB97M-V with the def2-TZVPD basis set.

SMILES	CCO.CCO.CCO.CCO
energy relative to the best compared isomer or geometry (same formula, charge and spin)	36.3	kcal/mol
net charge	0

The geometry in XYZ format:
```
36
Properties=species:S:1:pos:R:3:mulliken_charge:R:1
C 13.361 28.325 -15.932 -0.912
C 12.495 29.390 -15.266 -0.271
O 13.111 30.528 -15.678 -0.444
H 14.336 28.350 -15.445 0.322
H 13.526 28.362 -17.009 0.270
H 12.846 27.383 -15.745 0.213
H 12.367 29.152 -14.210 0.323
H 11.530 29.304 -15.766 0.226
H 12.867 30.796 -16.567 0.172
C 12.138 30.152 -20.895 -0.888
C 11.297 30.322 -19.615 -0.164
O 12.067 31.088 -18.666 -0.451
H 12.653 31.088 -21.114 0.258
H 11.482 29.985 -21.749 0.334
H 12.831 29.311 -20.859 0.278
H 11.172 29.409 -19.034 0.040
H 10.288 30.729 -19.682 0.344
H 11.979 32.023 -18.868 0.251
C 10.485 25.635 -16.787 -1.086
C 11.560 25.024 -17.631 -0.028
O 11.945 23.782 -17.048 -0.531
H 10.722 25.678 -15.724 0.330
H 9.502 25.165 -16.782 0.397
H 10.278 26.673 -17.047 0.242
H 12.382 25.734 -17.539 0.136
H 11.242 24.964 -18.672 0.244
H 11.184 23.218 -16.892 0.315
C 14.786 34.282 -14.956 -0.939
C 14.151 33.351 -13.917 -0.195
O 14.825 32.080 -13.985 -0.512
H 15.867 34.228 -15.087 0.290
H 14.468 35.313 -14.799 0.322
H 14.466 33.950 -15.943 0.209
H 13.109 33.275 -14.227 0.189
H 14.274 33.853 -12.957 0.320
H 14.386 31.620 -14.704 0.396
```

***

2.
This record from the Open Molecules 2025 dataset describes a cluster of 4 separate species, C8H24O4S4 in total. The level of theory is ωB97M-V with the def2-TZVPD basis set.

energy relative to the best compared isomer or geometry (same formula, charge and spin)	18.0	kcal/mol
net charge	0

The geometry in XYZ format:
```
40
Properties=species:S:1:pos:R:3:mulliken_charge:R:1
C -1.757 0.008 -5.529 -0.886
S -0.763 -1.466 -5.429 0.490
O 0.242 -1.369 -6.520 -0.636
C 0.066 -1.182 -3.847 -0.527
H -2.280 0.346 -4.634 0.306
H -2.413 -0.098 -6.388 0.319
H -1.063 0.838 -5.718 0.323
H -0.673 -1.136 -3.049 -0.036
H 0.726 -0.315 -3.813 0.368
H 0.648 -2.083 -3.653 0.316
C 1.539 -0.138 1.523 -0.986
S 0.430 -1.557 1.124 0.438
O -0.251 -1.128 -0.165 -0.574
C 1.785 -2.619 0.475 -0.996
H 1.056 0.636 2.104 0.330
H 1.986 0.101 0.565 0.333
H 2.289 -0.616 2.164 0.381
H 2.215 -2.099 -0.379 0.290
H 1.286 -3.500 0.068 0.328
H 2.511 -2.923 1.225 0.399
C 2.150 4.139 5.501 -0.868
S 3.333 3.967 4.136 0.474
O 4.686 4.207 4.768 -0.621
C 3.184 2.180 3.927 -0.901
H 1.180 4.369 5.039 0.314
H 2.442 4.959 6.141 0.347
H 1.995 3.160 5.949 0.283
H 2.156 1.901 3.697 0.221
H 3.566 1.594 4.765 0.414
H 3.811 1.877 3.086 0.351
C -3.001 -1.816 -1.763 -0.386
S -3.994 -0.381 -1.258 0.488
O -5.421 -0.786 -1.590 -0.650
C -3.800 -0.673 0.516 -0.868
H -3.546 -2.751 -1.633 0.431
H -2.085 -1.799 -1.174 -0.032
H -2.868 -1.728 -2.841 0.113
H -4.612 -0.172 1.045 0.394
H -2.865 -0.211 0.831 0.233
H -3.887 -1.734 0.732 0.282
```

***

3.
This record from the Open Molecules 2025 dataset describes a cluster of 7 separate species, C8H24O6 in total. The level of theory is ωB97M-V with the def2-TZVPD basis set.

SMILES	C=C/C=C(\C)C(=C)C.O.O.O.O.O.O
energy relative to the best compared isomer or geometry (same formula, charge and spin)	49.3	kcal/mol
net charge	0

The geometry in XYZ format:
```
38
Properties=species:S:1:pos:R:3:mulliken_charge:R:1
C 3.488 0.625 -1.062 -1.215
C 2.629 0.995 0.130 0.381
C 2.552 2.228 0.601 -0.981
C 0.714 -0.483 0.217 -0.512
C 1.912 -0.172 0.732 0.786
C 2.484 -0.878 1.916 -1.410
C -1.045 -1.598 1.582 -1.389
C -0.121 -1.626 0.627 -0.209
H 2.984 0.076 -1.852 0.249
H 3.852 1.551 -1.511 0.425
H 4.359 0.082 -0.684 0.300
H 1.884 2.542 1.401 0.273
H 3.291 3.010 0.447 0.315
H 0.278 0.172 -0.526 0.613
H 3.131 -0.263 2.525 0.421
H 3.036 -1.749 1.545 0.297
H 1.699 -1.256 2.567 0.360
H -1.196 -0.713 2.187 0.475
H -1.536 -2.532 1.834 0.515
H 0.229 -2.594 0.271 0.380
H -2.713 2.409 -0.417 0.281
H -3.556 1.926 -1.633 0.262
O -2.701 1.849 -1.198 -0.552
H -3.742 0.006 0.822 0.295
H -3.190 -1.549 0.956 0.339
O -3.878 -0.930 0.707 -0.631
H -1.584 1.872 3.495 0.331
H -2.482 1.181 2.463 0.243
O -2.395 1.361 3.402 -0.615
H -1.794 -1.894 -1.470 0.277
H -2.950 -0.959 -1.251 0.279
O -2.082 -0.999 -1.678 -0.512
H 0.717 -1.876 -2.550 0.288
H 0.091 -0.841 -3.582 0.351
O 0.301 -1.762 -3.402 -0.639
H -1.268 0.287 -2.547 0.368
H -0.834 1.592 -2.218 0.239
O -0.563 0.907 -2.847 -0.678
```

***

4.
This record from the Open Molecules 2025 dataset describes a cluster of 3 separate species, C8H25NO9P3 in total. The level of theory is ωB97M-V with the def2-TZVPD basis set.

net charge	-1

The geometry in XYZ format:
```
46
Properties=species:S:1:pos:R:3:mulliken_charge:R:1
C -5.309 3.428 0.103 -0.787
P -6.584 3.816 -1.291 0.186
O -7.063 5.511 -1.255 -0.500
C -5.602 3.483 -2.919 -0.423
N -4.590 2.373 -2.738 -0.304
H -4.297 3.954 -0.244 0.171
H -5.613 3.833 1.158 0.356
H -5.148 2.247 0.076 0.240
H -7.967 5.516 -0.780 0.339
H -6.410 3.044 -3.667 0.144
H -3.756 2.666 -2.181 0.187
H -4.313 1.929 -3.649 0.231
C 0.243 0.724 2.729 -0.587
O -0.922 0.834 1.933 -0.280
P -0.636 0.622 0.240 0.392
O -2.059 1.101 -0.063 -0.619
O -0.631 -1.016 0.424 -0.197
C -1.683 -1.645 1.132 -0.706
O -0.350 0.411 -1.453 -0.219
C 0.470 1.422 -2.003 -0.806
H -0.054 0.679 3.780 0.268
H 0.797 -0.187 2.482 0.168
H 0.878 1.595 2.569 0.294
H -2.594 -1.044 1.147 0.267
H -1.357 -1.837 2.159 0.256
H -1.903 -2.603 0.656 0.248
H 1.452 1.401 -1.526 0.278
H 0.006 2.401 -1.857 0.348
H 0.588 1.237 -3.073 0.246
C 2.159 -1.959 0.615 -0.157
O 3.431 -1.618 1.133 -0.269
P 4.629 -2.846 0.908 0.863
O 5.583 -2.089 1.838 -0.656
O 4.870 -2.357 -0.648 -0.338
C 5.082 -0.985 -0.926 -0.538
O 5.827 -4.073 0.684 -0.251
C 5.538 -5.261 1.394 -0.771
H 1.526 -1.068 0.627 -0.516
H 2.242 -2.316 -0.416 0.451
H 1.707 -2.732 1.236 0.394
H 5.460 -0.437 -0.062 0.329
H 4.139 -0.538 -1.256 0.137
H 5.806 -0.900 -1.739 0.245
H 4.599 -5.686 1.033 0.328
H 5.465 -5.050 2.464 0.338
H 6.344 -5.978 1.224 0.222
```

***

Q: Which E_HOMO values were calculated for the entries above? A: -9.52; -8.81; -9.28; -2.08, in eV.